Formula: C72H198N36O10P10
Source: the Open Molecules 2025 dataset
Level of theory: ωB97M-V with the def2-TZVPD basis set

Output
Frontier orbital gap (eV): 8.38
Lowest unoccupied orbital energy (eV): 0.29
HOMO energy (hartree): -0.29730
Net charge: 0
Electronic energy (eV): -244890.2618
Molecular weight (g mol⁻¹): 2038.36

Last column: Löwdin charge in e.
Positions of all 326 atoms, in Å:
O: 2.05451 -2.25598 -2.67098  -0.2886
P: 3.23127 -1.73463 -3.41685  0.6431
N: 3.71941 -2.58259 -4.81141  -0.2619
C: 4.98750 -2.48747 -5.43332  -0.1544
C: 2.71837 -3.26733 -5.72550  -0.0808
N: 4.61344 -1.46055 -2.39073  -0.2791
C: 5.57415 -2.50926 -2.09631  -0.1332
C: 4.42094 -0.57886 -1.26507  -0.1161
N: 2.93855 -0.17160 -4.03655  -0.2890
C: 1.66951 0.47761 -3.84217  -0.1112
C: 4.01563 0.65481 -4.46481  -0.1506
H: 5.18896 -3.37549 -6.03242  0.0710
H: 5.76122 -2.24562 -4.70466  0.0722
H: 5.04549 -1.77665 -6.25762  0.0816
H: 1.87002 -3.62992 -5.14504  0.0528
H: 3.10451 -4.00896 -6.42477  0.0756
H: 2.22713 -2.63659 -6.46642  0.0793
H: 5.21271 -3.08518 -1.24438  0.0686
H: 5.69988 -3.26686 -2.86983  0.0526
H: 6.58738 -2.14354 -1.92977  0.0922
H: 5.35833 -0.41114 -0.73470  0.0875
H: 3.98578 0.38705 -1.52149  0.0684
H: 3.73604 -1.03825 -0.55234  0.0614
H: 0.87295 -0.24050 -3.64747  0.0442
H: 1.72699 1.17986 -3.01052  0.0663
H: 1.36779 1.12825 -4.66298  0.0879
H: 4.06601 1.65273 -4.02926  0.0668
H: 4.01446 0.82584 -5.54131  0.0849
H: 5.00581 0.21096 -4.36176  0.0623
O: 4.67045 3.36292 4.78158  -0.2936
P: 3.51189 4.30738 4.82023  0.6488
N: 3.74773 5.70139 3.83985  -0.2890
C: 5.04374 6.19340 3.44497  -0.1113
C: 2.67778 6.73961 3.70187  -0.1035
N: 3.23908 5.00456 6.43753  -0.3131
C: 1.91031 5.45801 6.97217  -0.1043
C: 4.22492 4.77858 7.40308  -0.1634
N: 2.00326 3.69836 4.28530  -0.2957
C: 1.56309 3.78270 2.88876  -0.1290
C: 1.50441 2.52112 5.00141  -0.1043
H: 5.78228 5.72462 4.09529  0.0778
H: 5.03241 7.27854 3.54714  0.0797
H: 5.32260 5.95772 2.41794  0.0624
H: 2.50611 7.34190 4.59400  0.0755
H: 1.67670 6.35138 3.51419  0.0538
H: 2.82337 7.43089 2.87179  0.0597
H: 1.95771 6.26246 7.70614  0.0711
H: 1.23790 5.76992 6.17300  0.0673
H: 1.50184 4.68200 7.61953  0.0697
H: 5.20189 5.06033 7.01035  0.0757
H: 3.96250 5.41253 8.25005  0.0878
H: 4.30843 3.69746 7.51397  0.0790
H: 0.63790 4.35464 2.81797  0.0764
H: 2.36199 4.20830 2.28154  0.0680
H: 1.39556 2.77611 2.50559  0.0383
H: 0.42082 2.43570 5.08286  0.0706
H: 1.75395 2.67459 6.05131  0.0766
H: 1.83067 1.63154 4.46263  0.0768
O: -0.97949 9.33449 0.38051  -0.3180
P: 0.31989 8.98033 -0.29203  0.6235
N: 0.57374 7.31790 -0.62344  -0.2942
C: -0.14529 6.76261 -1.76197  -0.1045
C: 0.64880 6.37086 0.49070  -0.1183
N: 1.66352 9.54859 0.63976  -0.2722
C: 1.43095 10.66699 1.59364  -0.1100
C: 3.10922 9.33152 0.38561  -0.1238
N: 0.50949 9.79595 -1.80272  -0.2949
C: 1.61987 9.62216 -2.67843  -0.1393
C: -0.75548 10.03848 -2.61020  -0.0946
H: 0.20273 5.73095 -1.81338  0.0764
H: -0.00262 7.24079 -2.73105  0.0663
H: -1.21444 6.81341 -1.55603  0.0664
H: -0.09009 6.63873 1.24593  0.0720
H: 1.62326 6.57370 0.93497  0.0476
H: 0.56571 5.36425 0.08089  0.0820
H: 2.16640 10.77556 2.39078  0.0740
H: 1.54580 11.63578 1.10750  0.0759
H: 0.43505 10.55341 2.02186  0.0671
H: 3.54633 10.19938 -0.10821  0.0808
H: 3.75054 9.09634 1.23502  0.0711
H: 3.33415 8.57158 -0.36273  0.0345
H: 2.48140 9.29902 -2.09410  0.0557
H: 1.42363 8.78852 -3.35270  0.0714
H: 1.82030 10.52561 -3.25437  0.0911
H: -1.64530 10.10119 -1.98378  0.0702
H: -0.92921 9.28832 -3.38168  0.0637
H: -0.60069 10.96028 -3.17092  0.0754
O: 6.02096 5.90198 -3.65541  -0.2945
P: 6.06768 4.97037 -2.52699  0.5851
N: 6.56203 3.35339 -2.94177  -0.2737
C: 6.74469 2.31078 -1.91775  -0.1133
C: 6.73774 3.05004 -4.39026  -0.0988
N: 4.61317 4.87845 -1.60972  -0.2871
C: 3.57866 3.94580 -2.04068  -0.1256
C: 4.00173 6.10669 -1.05383  -0.1078
N: 7.27343 5.50178 -1.43880  -0.3015
C: 8.57567 5.88234 -2.00803  -0.1111
C: 7.29355 5.11036 -0.01498  -0.1297
H: 7.74632 2.39087 -1.49537  0.0671
H: 6.82090 1.33017 -2.38752  0.0747
H: 6.01039 2.40709 -1.11797  0.0486
H: 7.78659 2.92993 -4.66154  0.0741
H: 6.42062 3.93948 -4.93471  0.0645
H: 6.21729 2.15934 -4.74224  0.0476
H: 2.74675 4.01530 -1.33983  0.0617
H: 3.17310 4.07370 -3.04431  0.0849
H: 3.98774 2.94692 -1.88904  0.0460
H: 3.17804 5.85088 -0.38735  0.0546
H: 4.66240 6.63747 -0.36835  0.0693
H: 3.70053 6.74335 -1.88572  0.0827
H: 9.21782 5.02901 -2.22611  0.0731
H: 8.30026 6.43557 -2.90592  0.0695
H: 9.18872 6.50957 -1.36083  0.0773
H: 7.91211 4.21597 0.05936  0.0496
H: 6.29569 4.79521 0.29006  0.0447
H: 7.68676 5.88040 0.64873  0.0787
O: -6.83500 -0.21776 -4.50337  -0.3116
P: -6.79192 -1.28335 -3.44511  0.6639
N: -6.54594 -2.87967 -4.00846  -0.3056
C: -6.85947 -4.04418 -3.17682  -0.1212
C: -5.57060 -3.13057 -5.02455  -0.1205
N: -8.18935 -1.34650 -2.41687  -0.3207
C: -9.38236 -1.76125 -3.12481  -0.1190
C: -8.39019 -0.36428 -1.37542  -0.1076
N: -5.42824 -1.06255 -2.35457  -0.2830
C: -4.21862 -0.55123 -2.85297  -0.1650
C: -5.25916 -2.01445 -1.20467  -0.0987
H: -6.07207 -4.75053 -2.91380  0.0524
H: -7.54077 -4.74489 -3.65943  0.0861
H: -7.25130 -3.74999 -2.20317  0.0634
H: -5.88640 -3.99439 -5.60950  0.0915
H: -4.59151 -3.34521 -4.59630  0.0525
H: -5.47797 -2.22793 -5.62853  0.0695
H: -9.70401 -1.00659 -3.84254  0.0850
H: -8.91093 -2.46190 -3.81397  0.0559
H: -10.10269 -2.23313 -2.45657  0.0951
H: -9.39288 -0.44946 -0.95655  0.0891
H: -7.60230 -0.47381 -0.63021  0.0564
H: -8.27151 0.64454 -1.77077  0.0689
H: -4.39641 -0.01108 -3.78288  0.0538
H: -3.71396 0.04621 -2.09370  0.0720
H: -3.62936 -1.44338 -3.06495  0.0650
H: -4.76417 -1.52225 -0.36753  0.0681
H: -4.81368 -2.99082 -1.39532  0.0647
H: -6.21705 -2.19986 -0.71870  0.0493
O: -0.26797 -1.96638 1.75296  -0.2866
P: 0.63898 -3.10720 1.89644  0.6433
N: 2.33902 -2.87220 1.53102  -0.2698
C: 3.25107 -4.01317 1.35902  -0.1103
C: 2.89328 -1.61499 2.15089  -0.1016
N: 0.14995 -4.43518 0.91762  -0.2982
C: 0.06455 -4.28495 -0.52997  -0.0959
C: -0.57346 -5.53452 1.45061  -0.1423
N: 0.64982 -3.69988 3.51726  -0.3152
C: 0.59264 -2.69878 4.54199  -0.1301
C: 1.51148 -4.76281 3.91514  -0.1335
H: 2.66453 -4.88033 1.05555  0.0699
H: 3.80155 -4.29449 2.25676  0.0779
H: 3.93516 -3.80048 0.53750  0.0607
H: 3.85323 -1.42106 1.67237  0.0633
H: 3.08157 -1.84573 3.19941  0.0645
H: 2.22139 -0.75868 2.09252  0.0623
H: -0.13198 -5.22870 -1.03871  0.0794
H: -0.73147 -3.58257 -0.77715  0.0709
H: 1.04006 -3.95541 -0.88759  0.0587
H: -0.82159 -5.39326 2.50255  0.0679
H: -1.50267 -5.63235 0.88925  0.0444
H: 0.07028 -6.40737 1.34177  0.0907
H: 1.53267 -2.16319 4.67460  0.0705
H: -0.08676 -1.92081 4.19373  0.0647
H: 0.24110 -3.11147 5.48761  0.0960
H: 1.58839 -5.52315 3.13792  0.0773
H: 1.17669 -5.26715 4.82159  0.0903
H: 2.44976 -4.32542 4.25635  0.0820
O: 5.07504 -6.55143 -0.73898  -0.3006
P: 5.48403 -6.76705 -2.15940  0.5828
N: 7.04925 -6.11824 -2.46398  -0.2875
C: 7.86126 -5.54427 -1.37363  -0.1009
C: 7.49829 -5.99533 -3.85262  -0.1260
N: 4.33878 -6.25530 -3.31716  -0.2733
C: 4.41664 -6.26358 -4.78487  -0.0946
C: 3.36828 -5.28382 -2.78914  -0.1111
N: 5.58711 -8.39366 -2.62926  -0.2938
C: 4.40430 -9.28971 -2.72671  -0.1037
C: 6.69555 -9.24150 -2.18204  -0.1335
H: 8.40971 -4.66769 -1.71847  0.0775
H: 8.52172 -6.31752 -0.98127  0.0739
H: 7.21187 -5.15768 -0.58816  0.0656
H: 7.19453 -6.80145 -4.52044  0.0706
H: 8.56171 -5.97354 -4.09092  0.0847
H: 7.04596 -5.13178 -4.34026  0.0512
H: 3.49066 -5.87255 -5.20648  0.0630
H: 5.16818 -5.53242 -5.08269  0.0467
H: 4.57912 -7.28202 -5.13770  0.0807
H: 2.66265 -5.01470 -3.57512  0.0605
H: 2.85214 -5.53714 -1.86311  0.0720
H: 3.98669 -4.41776 -2.55332  0.0336
H: 3.74670 -8.96758 -3.53412  0.0656
H: 4.77800 -10.30730 -2.84047  0.0730
H: 3.78078 -9.34707 -1.83450  0.0800
H: 6.46144 -10.08167 -1.52827  0.0784
H: 7.44356 -8.68283 -1.61950  0.0687
H: 7.16350 -9.67444 -3.06616  0.0816
O: -3.40426 2.67276 0.68698  -0.2858
P: -3.78175 3.77462 -0.23009  0.6152
N: -5.35646 3.55242 -0.82950  -0.2879
C: -5.58229 2.51253 -1.84277  -0.0948
C: -6.45269 3.61198 0.17158  -0.1001
N: -2.83199 3.84382 -1.65450  -0.3157
C: -2.08822 2.73443 -2.12757  -0.1472
C: -3.01124 4.79934 -2.70882  -0.1164
N: -3.80832 5.35151 0.49255  -0.2984
C: -4.25421 6.58009 -0.07160  -0.1517
C: -2.88586 5.50826 1.62382  -0.0995
H: -5.53567 1.56696 -1.30258  0.0609
H: -4.72035 2.51240 -2.50999  0.0551
H: -6.56574 2.54626 -2.31158  0.0875
H: -6.30939 4.52651 0.74706  0.0685
H: -6.44179 2.76792 0.86115  0.0553
H: -7.46690 3.76829 -0.19590  0.0829
H: -1.99865 1.98190 -1.34413  0.0652
H: -2.59896 2.28004 -2.97655  0.0703
H: -1.07700 3.04080 -2.39529  0.0837
H: -2.16831 4.62468 -3.37744  0.0833
H: -3.82668 4.48523 -3.36035  0.0790
H: -3.20902 5.80992 -2.35146  0.0653
H: -3.42920 7.23075 -0.36162  0.0736
H: -4.98261 6.39937 -0.86208  0.0783
H: -4.91399 7.13658 0.59407  0.0836
H: -1.91711 5.07760 1.37056  0.0545
H: -3.24443 4.78219 2.35344  0.0690
H: -2.84557 6.52202 2.02228  0.0947
O: -2.75802 -3.22769 7.91833  -0.3044
P: -3.65786 -2.66668 6.86268  0.6063
N: -5.24491 -3.25351 6.87071  -0.2841
C: -6.21844 -3.09493 5.76140  -0.1104
C: -5.91085 -3.31915 8.20423  -0.1031
N: -3.09036 -2.91184 5.25317  -0.2929
C: -3.34966 -2.01146 4.16938  -0.1227
C: -2.75580 -4.25022 4.90244  -0.1335
N: -3.77373 -0.93844 6.98747  -0.2723
C: -2.86115 -0.19229 7.86934  -0.1192
C: -4.91323 -0.14723 6.53479  -0.1504
H: -6.34885 -2.05281 5.46970  0.0343
H: -7.19245 -3.44593 6.10227  0.0796
H: -5.97378 -3.65219 4.85712  0.0623
H: -6.16799 -2.32788 8.57754  0.0713
H: -5.15312 -3.78749 8.83239  0.0698
H: -6.81946 -3.92051 8.23428  0.0766
H: -4.34628 -2.27833 3.81775  0.0548
H: -3.30352 -0.93510 4.33496  0.0470
H: -2.67021 -2.29416 3.36532  0.0729
H: -1.85244 -4.30119 4.29462  0.0636
H: -2.60826 -4.77259 5.84767  0.0802
H: -3.57868 -4.79105 4.43504  0.0615
H: -2.64956 0.80608 7.48644  0.0636
H: -3.25219 -0.04740 8.87642  0.0754
H: -1.89691 -0.69358 7.95333  0.0702
H: -5.79683 -0.22491 7.16829  0.0719
H: -5.20223 -0.34838 5.50323  0.0443
H: -4.75700 0.93000 6.59185  0.0609
O: -5.79014 -6.81754 -1.24081  -0.3062
P: -4.75517 -6.46622 -0.21153  0.5881
N: -5.01823 -4.89908 0.54837  -0.2709
C: -3.93491 -4.12302 1.14012  -0.1170
C: -6.40619 -4.51614 0.90273  -0.1005
N: -3.21706 -6.49486 -0.86858  -0.2884
C: -2.52407 -7.78453 -1.10325  -0.0901
C: -3.00226 -5.50524 -1.98562  -0.0964
N: -4.73103 -7.47611 1.13640  -0.2953
C: -3.63471 -7.44805 2.16609  -0.0824
C: -5.92060 -8.22264 1.55394  -0.1068
H: -3.63369 -4.50581 2.11522  0.0466
H: -4.27535 -3.11015 1.35531  0.0658
H: -3.02215 -4.17461 0.54654  0.0520
H: -7.11541 -4.85432 0.14725  0.0743
H: -6.40832 -3.44101 1.08214  0.0343
H: -6.76597 -4.92813 1.84555  0.0706
H: -2.41917 -8.31515 -0.15691  0.0594
H: -3.12208 -8.50053 -1.66702  0.0832
H: -1.57506 -7.53493 -1.57776  0.0780
H: -2.83743 -4.53917 -1.50849  0.0462
H: -2.12502 -5.71854 -2.59641  0.0717
H: -3.79059 -5.52141 -2.73818  0.0704
H: -2.63309 -7.47820 1.73719  0.0484
H: -3.73556 -6.64845 2.89996  0.0600
H: -3.62098 -8.35192 2.77514  0.0809
H: -6.32506 -7.81896 2.48215  0.0807
H: -5.58453 -9.25557 1.64456  0.0789
H: -6.66786 -8.19611 0.76085  0.0731
C: 4.48970 1.63101 2.33878  -0.0733
C: 5.85253 1.91724 1.90898  -0.2453
N: 6.92852 2.11884 1.51370  0.1477
H: 4.61184 1.10307 3.28454  0.0871
H: 4.02827 0.97970 1.59650  0.0443
H: 3.80781 2.47343 2.45474  0.0467
C: -0.79027 -2.67848 -4.15086  -0.0886
C: -1.59893 -3.23511 -5.23233  -0.2887
N: -2.30336 -3.66297 -6.05549  0.1335
H: -0.28708 -3.60402 -3.87108  0.0698
H: -1.40527 -2.23178 -3.36962  0.0655
H: -0.06867 -1.93701 -4.49380  0.0505
C: -1.31876 0.91940 2.98892  -0.0404
C: -2.36483 1.47856 3.91454  -0.2445
N: -3.20854 1.76473 4.62568  0.1613
H: -0.30213 1.01255 3.37082  0.0501
H: -1.34534 1.44383 2.03374  0.0612
H: -1.52388 -0.13535 2.80586  0.0420
C: -5.51057 0.37996 2.24533  -0.0534
C: -6.41388 -0.70172 2.62083  -0.2642
N: -7.09245 -1.62276 2.86547  0.1532
H: -5.25693 0.35619 1.18552  0.0669
H: -4.66387 0.01018 2.82365  0.0477
H: -5.79339 1.40383 2.48990  0.0819
C: -0.02850 -0.41666 -0.66447  -0.0669
C: 0.85524 0.67256 -0.16189  -0.2219
N: 1.50312 1.57145 0.24043  0.1530
H: -0.90719 -0.62676 -0.05466  0.0657
H: 0.55018 -1.34036 -0.66667  0.0464
H: -0.40393 -0.16938 -1.65745  0.0645
C: -4.18403 0.56665 -6.88420  -0.0674
C: -3.09859 0.28448 -6.06840  -0.2962
N: -2.15779 0.10734 -5.37996  0.1646
H: -3.90432 1.47328 -7.42074  0.0980
H: -5.00988 0.86701 -6.23934  0.0819
H: -4.45522 -0.27151 -7.52611  0.1025

Forces on atoms 1 to 3 (eV/Å):
0.3 -0.1 -1.0
0.8 1.7 0.1
-1.6 -1.6 0.1